Entry 1:
The following is a quantum chemistry calculation of 7 unconnected molecules or ions with the total composition C43H46BCl2F18I2O17P in a non-equilibrium geometry, from OMol25.

Summary:
HOMO level in eV: -9.064
Spin multiplicity: 1
Frontier orbital gap in eV: 7.295
Total charge: 0

Last column: Löwdin charge in e.
Positions of all 130 atoms, in Å:
C  0.675  -7.617  3.527  0.11
C  0.864  -6.436  3.371  -0.10
C  0.940  -4.912  3.204  -0.16
C  2.195  -4.401  2.626  0.05
C  2.482  -2.953  2.362  -0.12
C  3.869  -2.632  1.737  -0.62
Cl  5.009  -1.778  2.900  0.57
C  3.787  -1.947  0.278  -0.64
C  3.934  -3.049  -0.859  -0.13
Cl  5.239  -0.823  0.153  0.59
C  1.392  -2.000  2.701  0.02
C  0.086  -2.513  3.267  -0.02
C  -0.150  -3.969  3.549  -0.17
P  -1.717  -4.658  4.295  0.76
O  -1.495  -5.890  5.157  -0.48
C  -1.012  -1.458  3.541  -0.25
O  -2.114  -1.696  4.008  0.06
C  -0.795  0.054  3.160  0.03
B  -2.027  1.097  3.368  -0.55
O  -2.486  1.360  4.688  0.11
O  -2.630  1.691  2.241  -0.01
C  -2.895  3.098  2.406  -0.09
C  0.378  0.563  2.669  -0.20
C  0.584  2.096  2.341  -0.66
I  0.237  2.948  0.403  1.00
C  1.042  2.862  3.402  -0.66
C  1.373  4.403  3.318  -0.17
I  1.408  1.920  5.337  0.93
C  1.577  -0.465  2.483  -0.26
O  2.642  0.065  2.204  0.04
H  0.735  -8.678  3.867  0.07
H  3.002  -5.137  2.343  0.13
H  4.380  -3.628  1.548  0.10
H  2.816  -1.412  0.125  0.10
H  4.906  -3.610  -0.774  0.08
H  3.867  -2.582  -1.885  0.08
H  3.106  -3.821  -0.783  0.09
H  -2.574  -4.999  3.196  0.03
H  -2.389  -3.724  5.155  0.03
H  -3.465  1.305  4.691  0.12
H  -1.991  3.736  2.217  0.03
H  -3.368  3.372  3.387  0.09
H  -3.654  3.372  1.605  0.11
H  1.496  4.806  4.356  0.05
H  2.396  4.474  2.826  0.10
H  0.610  4.945  2.704  0.04
C  -1.309  9.755  6.208  -0.06
C  -1.418  9.489  4.720  -0.20
O  -1.186  8.100  4.433  0.03
C  -2.230  7.280  4.612  -0.38
O  -3.310  7.626  4.998  0.18
C  -1.856  5.850  4.221  -0.50
F  -0.655  5.481  4.708  0.14
F  -1.790  5.706  2.881  0.14
F  -2.741  4.948  4.663  0.16
H  -0.348  9.405  6.591  0.08
H  -1.405  10.822  6.417  0.08
H  -2.086  9.224  6.761  0.08
H  -0.647  10.050  4.190  0.13
H  -2.382  9.811  4.322  0.13
C  -3.887  1.573  -1.680  -0.05
C  -3.686  2.578  -2.795  -0.20
O  -4.926  3.225  -3.128  0.03
C  -5.288  4.241  -2.334  -0.38
O  -4.662  4.622  -1.386  0.16
C  -6.592  4.865  -2.832  -0.52
F  -7.515  3.939  -3.155  0.16
F  -6.392  5.612  -3.936  0.16
F  -7.158  5.668  -1.919  0.16
H  -4.672  0.860  -1.942  0.09
H  -2.964  1.024  -1.484  0.07
H  -4.198  2.065  -0.757  0.07
H  -3.352  2.063  -3.697  0.12
H  -2.920  3.314  -2.542  0.13
C  -3.456  -3.787  -4.275  -0.06
C  -1.955  -3.813  -4.071  -0.19
O  -1.357  -2.581  -4.514  0.03
C  -1.414  -1.559  -3.653  -0.38
O  -1.927  -1.606  -2.571  0.16
C  -0.700  -0.337  -4.231  -0.52
F  -1.021  -0.110  -5.518  0.16
F  0.640  -0.478  -4.191  0.16
F  -0.989  0.789  -3.560  0.15
H  -3.697  -3.558  -5.316  0.09
H  -3.896  -4.748  -4.015  0.06
H  -3.924  -3.016  -3.662  0.07
H  -1.516  -4.607  -4.676  0.13
H  -1.693  -4.018  -3.030  0.13
C  -8.945  -3.193  -1.238  -0.06
C  -7.926  -4.065  -0.532  -0.20
O  -7.497  -5.140  -1.384  0.03
C  -6.552  -4.836  -2.282  -0.37
O  -6.066  -3.749  -2.418  0.17
C  -6.158  -6.080  -3.080  -0.51
F  -7.224  -6.792  -3.484  0.16
F  -5.396  -6.918  -2.351  0.16
F  -5.452  -5.787  -4.188  0.13
H  -9.780  -3.797  -1.600  0.08
H  -9.330  -2.427  -0.563  0.08
H  -8.507  -2.700  -2.107  0.08
H  -8.382  -4.526  0.344  0.13
H  -7.071  -3.483  -0.182  0.13
C  8.419  -2.978  -2.359  -0.06
C  8.337  -3.278  -3.841  -0.20
O  8.607  -4.667  -4.095  0.03
C  7.581  -5.507  -3.909  -0.38
O  6.488  -5.178  -3.543  0.16
C  7.993  -6.937  -4.263  -0.52
F  9.195  -7.265  -3.754  0.16
F  8.078  -7.109  -5.597  0.16
F  7.122  -7.849  -3.809  0.16
H  9.384  -3.295  -1.956  0.09
H  8.294  -1.909  -2.174  0.08
H  7.649  -3.516  -1.804  0.07
H  9.100  -2.710  -4.374  0.13
H  7.369  -2.989  -4.258  0.13
C  3.731  2.809  -0.910  -0.09
C  5.202  2.454  -0.937  -0.22
O  5.886  3.187  -1.971  0.03
C  6.237  4.443  -1.668  -0.39
O  6.013  4.979  -0.620  0.17
C  6.996  5.078  -2.834  -0.52
F  6.404  4.843  -4.021  0.16
F  8.252  4.597  -2.927  0.16
F  7.099  6.409  -2.714  0.16
H  3.284  2.657  -1.896  0.08
H  3.197  2.196  -0.183  0.03
H  3.583  3.860  -0.652  0.07
H  5.320  1.400  -1.174  0.05
H  5.675  2.621  0.034  0.13

Entry 2:
The following is a quantum chemistry calculation of a molecular structure, C43H46CsF10IN12O6S2 in a non-equilibrium geometry, from OMol25.

Summary:
HOMO level in eV: -1.561
Spin multiplicity: 1
Frontier orbital gap in eV: 4.508
Total charge: -2
ΔE to the lowest compared entry with this formula, charge and spin in eV: 1.873

Last column: Löwdin charge in e.
Positions of all 121 atoms, in Å:
Cs  -1.781  0.470  0.270  1.47
C  3.141  -5.523  1.932  -0.05
C  2.179  -4.373  1.849  -0.25
C  1.417  -3.983  2.885  -0.01
C  0.398  -2.968  2.712  -0.12
C  -0.451  -2.574  3.693  -0.05
N  -0.245  -2.776  5.029  0.01
C  1.062  -2.450  5.614  -0.20
C  1.018  -1.160  6.433  -0.16
C  0.389  0.043  5.725  -0.17
N  1.182  0.574  4.628  0.06
C  1.701  1.795  4.654  -0.03
C  2.203  2.467  3.559  -0.13
C  2.749  3.782  3.728  -0.02
C  3.110  4.544  2.672  -0.27
C  3.700  5.923  2.816  -0.06
C  2.846  4.013  1.361  0.03
C  2.331  2.782  1.133  -0.15
C  1.954  2.359  -0.250  -0.14
N  2.635  1.664  -1.056  0.08
C  3.927  1.152  -0.606  -0.23
C  4.318  -0.142  -1.315  -0.19
C  3.511  -1.369  -0.890  -0.24
N  2.168  -1.317  -1.441  0.10
C  1.168  -1.872  -0.893  -0.10
C  1.172  -2.670  0.365  -0.09
C  2.063  -3.653  0.591  0.04
C  0.177  -2.352  1.393  -0.30
O  -0.739  -1.551  1.205  -0.30
C  2.058  1.887  2.238  -0.34
O  1.691  0.709  2.060  0.01
H  3.195  -5.916  2.948  0.07
H  4.145  -5.221  1.622  0.08
H  2.826  -6.330  1.265  0.08
H  1.483  -4.496  3.840  0.11
H  -1.357  -2.046  3.402  0.14
H  -1.023  -2.484  5.600  0.13
H  1.769  -2.341  4.795  0.11
H  1.414  -3.268  6.244  0.11
H  2.044  -0.902  6.705  0.11
H  0.468  -1.334  7.365  0.11
H  0.243  0.838  6.456  0.12
H  -0.600  -0.207  5.338  0.12
H  1.164  0.175  3.675  0.12
H  1.679  2.301  5.618  0.13
H  2.854  4.168  4.740  0.11
H  3.957  6.126  3.856  0.07
H  2.997  6.688  2.478  0.07
H  4.609  6.021  2.215  0.07
H  3.044  4.663  0.511  0.13
H  0.963  2.689  -0.582  0.10
H  3.946  0.994  0.479  0.11
H  4.674  1.919  -0.838  0.12
H  5.373  -0.335  -1.099  0.10
H  4.201  -0.007  -2.393  0.11
H  3.523  -1.458  0.205  0.11
H  4.011  -2.254  -1.297  0.11
H  0.211  -1.728  -1.397  0.10
H  2.742  -3.923  -0.212  0.13
C  -4.397  1.121  -3.082  -0.08
C  -3.034  1.323  -3.736  -0.27
N  -2.412  0.061  -4.091  -0.17
C  -3.104  -0.620  -5.181  -0.26
C  -3.695  -1.965  -4.767  -0.08
C  -0.965  0.149  -4.228  -0.20
C  -0.232  -1.160  -4.517  -0.25
N  -0.570  -2.198  -3.567  0.04
C  0.105  -3.317  -3.551  -0.24
C  -0.284  -4.348  -2.614  -0.18
F  -1.378  -4.124  -1.850  0.06
C  0.391  -5.524  -2.447  -0.26
F  -0.058  -6.404  -1.512  0.04
C  1.519  -5.866  -3.187  -0.01
C  1.902  -4.921  -4.127  -0.26
F  2.988  -5.187  -4.902  0.04
C  1.250  -3.730  -4.321  -0.15
F  1.749  -2.906  -5.288  0.03
H  -4.732  2.046  -2.605  0.08
H  -4.309  0.350  -2.319  0.05
H  -5.164  0.810  -3.796  0.07
H  -2.386  1.842  -3.027  0.09
H  -3.145  1.990  -4.615  0.11
H  -2.420  -0.762  -6.026  0.10
H  -3.907  0.030  -5.549  0.10
H  -2.912  -2.576  -4.317  0.05
H  -4.129  -2.489  -5.627  0.06
H  -4.474  -1.815  -4.015  0.07
H  -0.576  0.555  -3.290  0.10
H  -0.682  0.862  -5.027  0.11
H  0.834  -0.897  -4.488  0.11
H  -0.437  -1.470  -5.553  0.10
H  2.048  -6.796  -3.044  0.10
F  -3.027  1.403  3.492  0.11
C  -4.077  2.123  3.071  -0.67
F  -3.731  3.397  3.042  0.15
F  -5.065  1.966  3.972  0.11
S  -4.763  1.588  1.430  0.55
O  -3.762  1.843  0.425  -0.63
O  -5.989  2.326  1.354  -0.27
N  -4.929  0.051  1.762  -0.30
S  -4.978  -0.953  0.535  0.56
O  -6.221  -0.965  -0.181  -0.26
O  -3.756  -0.985  -0.225  -0.56
C  -4.988  -2.509  1.513  -0.68
F  -6.102  -2.598  2.242  0.13
F  -4.938  -3.537  0.676  0.15
F  -3.935  -2.577  2.333  0.13
I  -0.273  7.098  -6.009  0.79
C  0.029  5.648  -4.572  -0.79
C  1.045  5.600  -3.652  -0.16
N  0.834  4.474  -2.944  -0.01
N  -0.252  3.794  -3.330  0.07
C  -0.753  4.499  -4.330  -0.21
H  1.864  6.269  -3.454  0.11
H  1.389  4.105  -2.190  0.12
H  -1.648  4.170  -4.837  0.09
N  0.215  7.212  0.605  0.03
C  -0.351  6.320  1.101  -0.47
N  -1.014  5.385  1.724  0.04
C  -0.915  4.102  1.567  -0.40
N  -0.897  2.933  1.517  0.01